[1]
Molecular formula: C25H37N11O5SSbSr
Method: DFT, ωB97M-V/def2-TZVPD

## Properties
F_max: 0.0143 Eh/bohr
total energy: -71362.2975 eV
net charge: -1
relative energy (zero: lowest compared OMol25 entry of this formula, charge and spin): 0.4566 eV
frontier orbital gap: 7.00 eV
E_LUMO: 0.0492 hartree

```
81
Properties=species:S:1:pos:R:3:forces:R:3
Sb -0.8504 -1.0164 -3.2432 0.0799 -0.1950 -0.3307
Sr -0.5392 -0.3851 0.0204 0.2757 0.4960 0.4641
S 2.7747 4.1840 8.2204 -0.0019 -0.0069 -0.0265
O -0.8095 1.6980 -0.8055 0.0994 -0.0884 0.2259
O 1.4429 4.2976 7.6633 -0.0037 0.0141 0.0001
O 3.5185 5.4259 8.2954 -0.0031 0.0000 0.0115
O 2.8829 3.3212 9.3822 0.0105 -0.0008 0.0221
O -2.1777 -2.0638 -0.1279 -0.4608 -0.3298 -0.0830
N -4.2465 -4.0915 1.7469 0.0404 -0.0538 0.0313
N -2.7112 -2.7481 -1.0642 0.0696 0.0465 -0.0645
N -1.4286 -2.7676 2.6336 0.0901 -0.0040 0.1216
N -0.6214 -1.7189 2.6089 -0.0661 -0.0435 -0.0613
N -1.5841 -3.0490 3.8882 0.0074 0.1180 -0.1101
N 3.0252 2.7423 5.9354 -0.0139 0.0030 0.0048
N 1.2524 0.5439 1.8462 0.1200 0.0516 -0.1463
N 5.0160 3.0850 7.1623 -0.0160 -0.0213 -0.0242
N -4.6866 -5.0439 -2.5900 0.0197 0.0194 0.0109
N -2.3275 -4.1351 4.3086 -0.0082 -0.1639 -0.0300
N -0.9383 -2.2742 4.7277 0.0022 -0.0427 0.0322
C -0.0195 0.4003 -4.6523 -0.0025 -0.0010 0.1045
C 1.4771 0.5494 -4.3906 -0.0367 -0.0053 -0.0297
C 0.8520 1.5477 2.6352 -0.0066 -0.0255 -0.0212
C -2.8366 -1.2388 -4.0764 0.0433 0.0577 0.0331
C 1.0465 3.2298 -0.7171 -0.0305 0.0083 -0.0102
C -3.8130 -0.2643 -3.4222 0.0166 -0.0441 -0.0245
C 5.6748 2.3960 6.2475 -0.0253 0.0226 0.0300
C -0.3370 -1.4401 3.8899 -0.0207 0.0418 -0.0783
C 2.8777 1.5177 3.9027 -0.0136 -0.0138 -0.0177
C 0.0629 -2.8103 -4.0793 -0.0693 0.0322 0.0182
C -4.1991 -4.4186 -1.7562 0.0095 0.0287 0.0229
C 3.7009 3.2373 6.9647 0.0189 -0.0014 -0.0114
C 3.6985 2.0443 5.0260 0.0091 0.0265 0.0454
C -2.8500 -1.1418 -5.5974 -0.0126 -0.0072 0.0479
C -3.9642 -3.8938 0.6499 0.0388 0.0979 0.0569
C 1.6146 2.0553 3.6687 0.0135 0.0139 0.0358
C -0.7350 1.7408 -4.5084 0.0546 -0.0339 0.0034
C -1.2717 4.0368 -1.2124 -0.0278 -0.0445 0.0210
C -0.4439 2.9923 -0.4617 -0.0343 0.0746 -0.1099
C 1.3266 -3.1434 -3.2875 -0.0308 0.0004 -0.0359
C 5.0628 1.8406 5.1309 0.0264 -0.0267 -0.0453
C -0.9039 -3.9918 -4.0708 0.0411 0.0254 -0.0038
C -3.5976 -3.6444 -0.7120 -0.1237 -0.1712 -0.0557
C 2.4647 0.0355 2.0734 -0.0419 -0.0206 0.0284
C 3.3045 0.4850 3.0749 0.0226 -0.0033 0.0150
H 2.0338 -2.3115 -3.2586 0.0026 -0.0075 0.0065
H -0.1758 -0.0153 -5.6514 -0.0016 0.0145 -0.0073
H 1.9138 1.2892 -5.0692 0.0061 -0.0047 0.0096
H -1.2795 -4.1844 -3.0625 -0.0070 -0.0110 -0.0190
H -3.8480 -1.3755 -5.9820 0.0089 0.0072 -0.0033
H 2.7740 -0.7849 1.4335 0.0071 0.0082 0.0004
H 1.8430 -4.0051 -3.7224 0.0016 0.0019 0.0119
H -1.0370 4.0137 -2.2799 -0.0162 -0.0180 -0.0020
H -2.1451 -1.8369 -6.0597 -0.0088 0.0048 -0.0046
H 1.6490 2.5010 -0.1694 0.0014 0.0104 -0.0017
H -0.1315 1.9560 2.4297 0.0079 0.0155 -0.0067
H -2.5963 -0.1348 -5.9356 -0.0033 -0.0101 -0.0123
H -0.2603 2.5018 -5.1371 -0.0042 -0.0028 0.0041
H 6.7430 2.2801 6.4055 -0.0009 -0.0014 -0.0067
H -2.3343 3.8206 -1.0902 0.0074 0.0152 -0.0043
H -0.6229 3.1794 0.6153 0.0099 -0.0006 0.0070
H 1.3571 4.2326 -0.4105 0.0081 -0.0134 -0.0121
H 2.0156 -0.3899 -4.5355 0.0083 0.0108 0.0070
H -3.8230 -0.3783 -2.3367 -0.0040 0.0048 -0.0039
H 0.2960 -0.6333 4.2189 -0.0097 -0.0027 -0.0169
H -1.7842 1.6770 -4.8007 -0.0097 0.0167 0.0099
H 4.2671 0.0129 3.2166 -0.0100 -0.0030 -0.0078
H 5.6351 1.3009 4.3893 0.0005 0.0036 0.0107
H -0.4002 -4.9011 -4.4156 -0.0085 0.0095 0.0031
H -2.9970 -4.3459 3.5675 -0.0217 0.0967 -0.0273
H 1.0743 -3.4035 -2.2550 0.0042 -0.0039 0.0039
H -3.5615 0.7748 -3.6434 -0.0004 0.0053 0.0105
H 1.2521 3.1125 -1.7858 0.0068 -0.0046 0.0188
H -1.7679 -3.8277 -4.7157 0.0082 -0.0104 0.0120
H -4.8285 -0.4467 -3.7877 0.0017 0.0130 0.0030
H -2.8131 -3.8549 5.1523 -0.0147 0.0286 -0.0002
H 1.2516 2.8478 4.3098 -0.0110 -0.0036 -0.0085
H -3.1111 -2.2504 -3.7740 0.0016 -0.0198 0.0040
H -0.6971 2.0806 -3.4701 -0.0206 0.0157 -0.0151
H -1.0722 5.0449 -0.8387 -0.0061 -0.0047 -0.0168
H 1.6593 0.8967 -3.3691 0.0099 0.0028 -0.0121
H 0.3385 -2.5682 -5.1104 -0.0033 0.0073 -0.0006
```
Positions in Å, forces in eV/Å.



[2]
Molecular formula: C25H37N4O8P2STi
Method: DFT, ωB97M-V/def2-TZVPD

## Properties
F_max: 0.0093 Eh/bohr
total energy: -101392.9870 eV
net charge: +1
relative energy (zero: lowest compared OMol25 entry of this formula, charge and spin): 5.1682 eV
frontier orbital gap: 7.64 eV
E_LUMO: -0.1272 hartree

```
78
Properties=species:S:1:pos:R:3:forces:R:3
Ti 0.3142 -0.7538 0.4659 -0.2576 0.0569 0.2541
S -0.3396 0.9272 2.1583 0.1220 0.2214 0.0522
P 2.6526 -1.5764 2.5218 0.0128 0.0135 -0.1735
P 0.2971 -3.3400 2.0926 0.1294 0.0349 -0.3168
O 0.9503 -2.7091 0.7894 -0.0877 -0.1069 0.0129
O -1.6316 -1.8777 3.2378 0.0785 -0.0093 -0.0064
O 1.8637 -0.4952 1.8406 -0.0590 0.0302 0.0104
O 0.9244 -2.1652 4.4303 0.0073 0.0329 -0.0037
O -0.6591 -1.9358 2.2047 -0.0825 -0.0633 0.1191
O 3.5438 -1.0255 3.6978 -0.0248 -0.0647 0.0514
O 3.6692 -2.2781 1.5419 -0.0125 0.0359 0.0111
O -0.7152 0.5092 -0.5349 0.2560 -0.2384 -0.3297
N -2.3045 2.6695 2.4111 0.0373 0.0235 -0.0400
N 0.2197 -3.1200 -2.0839 0.0304 -0.0195 0.0393
N -1.1895 -1.9772 -0.6319 -0.1004 -0.0476 0.2292
N -1.6071 2.4605 0.2636 0.1014 -0.0526 -0.0706
C 1.7567 -0.6442 -0.9550 -0.0068 0.2072 0.0355
C -0.7035 1.4033 -3.1177 0.0137 -0.0011 -0.0408
C -2.0771 -3.7717 -1.9435 0.0189 0.0049 -0.0056
C -2.2948 2.3927 3.8493 0.0384 0.0344 0.0201
C -1.5040 3.5469 -2.3444 0.0094 -0.0084 0.0091
C 4.9093 -0.4109 -2.4776 -0.0124 -0.0120 0.0140
C -1.1137 2.2356 -2.0789 -0.0383 -0.0199 0.0160
C 1.6202 -2.8019 3.3586 -0.0092 -0.0621 0.0815
C 3.2867 1.2206 -3.4889 0.0197 -0.0015 0.0170
C -1.4803 4.0229 -3.6431 0.0033 -0.0088 -0.0008
C -1.1357 1.7162 -0.6974 0.0542 0.0697 0.1210
C 2.5325 -0.4502 -1.8724 0.0820 -0.0646 0.0782
C -3.2698 3.6845 1.9603 -0.0167 -0.0146 -0.0011
C -2.4420 -1.7641 -0.1610 0.0132 -0.0414 -0.0234
C 2.4097 -4.0178 3.8186 -0.0044 0.0021 -0.0058
C 3.4726 -0.2155 -2.9782 -0.0339 0.0129 -0.0112
C -3.3259 -3.5494 -1.4390 -0.0101 -0.0107 -0.0023
C -0.6890 1.8836 -4.4173 0.0150 -0.0239 0.0042
C -1.4975 2.0642 1.5511 -0.2381 -0.0816 0.0439
C -1.0002 -2.9561 -1.5322 0.0121 0.0942 -0.0542
C -3.2235 1.2431 4.2061 -0.0172 -0.0239 -0.0246
C -3.5269 -2.5081 -0.5233 0.0010 0.0291 0.0191
C 3.1675 -1.2142 -4.1035 0.0039 0.0099 -0.0072
C -2.6540 5.0731 1.9458 -0.0001 0.0111 0.0007
C -1.0750 3.1907 -4.6797 -0.0046 0.0198 0.0090
H 3.2883 -2.3338 0.6477 -0.0011 -0.0189 -0.0249
H 1.0057 -2.5923 -1.7326 -0.0219 -0.0203 -0.0170
H 5.1277 0.2625 -1.6487 0.0000 0.0067 -0.0017
H 3.2110 -3.7399 4.5067 0.0007 0.0064 0.0033
H -2.5437 -0.9604 0.5583 0.0037 0.0073 -0.0076
H 3.2877 -2.2420 -3.7578 0.0006 -0.0039 0.0026
H -4.2499 1.4623 3.9098 -0.0082 0.0142 0.0016
H 3.5059 1.9441 -2.7032 0.0003 -0.0044 0.0020
H -3.6333 3.4079 0.9752 0.0053 0.0100 0.0014
H -0.3959 0.3885 -2.9006 -0.0038 0.0066 0.0133
H -1.0802 -1.5811 3.9851 0.0023 -0.0210 -0.0193
H 1.5233 -2.0542 5.1802 -0.0163 -0.0067 -0.0015
H -1.8314 5.1139 1.2329 0.0052 -0.0019 -0.0036
H -4.1104 3.6349 2.6533 0.0025 0.0093 -0.0007
H -0.3773 1.2373 -5.2274 -0.0003 0.0032 -0.0064
H 2.1487 -1.0875 -4.4716 -0.0039 -0.0031 0.0007
H -4.4978 -2.2933 -0.1042 -0.0066 -0.0080 -0.0025
H -3.2152 1.0709 5.2822 0.0070 0.0056 0.0099
H 4.1181 -0.2748 3.5026 0.0228 0.0559 -0.0566
H -1.8229 4.1769 -1.5257 -0.0012 0.0081 -0.0033
H -1.8916 -4.5545 -2.6661 -0.0017 -0.0053 0.0004
H -2.6057 3.3134 4.3439 -0.0052 -0.0068 0.0041
H 1.7323 -4.7062 4.3250 -0.0011 -0.0073 -0.0062
H -1.0632 3.5638 -5.6953 0.0025 -0.0023 -0.0066
H 5.0695 -1.4366 -2.1427 0.0079 -0.0009 0.0051
H -2.9088 0.3283 3.7031 -0.0001 0.0103 0.0128
H -3.4008 5.8124 1.6576 -0.0066 -0.0015 -0.0062
H -4.1535 -4.1720 -1.7517 -0.0040 -0.0006 -0.0009
H 3.8578 -1.0514 -4.9323 -0.0017 0.0023 -0.0071
H 5.6099 -0.1999 -3.2865 0.0067 -0.0098 -0.0060
H 2.8599 -4.5370 2.9714 0.0068 0.0025 0.0003
H -1.7806 5.0408 -3.8510 -0.0005 0.0030 -0.0023
H 3.9664 1.3999 -4.3234 0.0013 0.0023 -0.0021
H 2.2651 1.3862 -3.8292 -0.0270 0.0024 -0.0114
H -1.2746 2.1876 4.1654 -0.0048 -0.0042 0.0059
H -2.2731 5.3469 2.9305 0.0014 -0.0026 0.0046
H 0.4014 -3.9468 -2.6230 -0.0045 0.0057 -0.0055
```
Positions in Å, forces in eV/Å.



| no. | HOMO level (Eh) |
| --- | --- |
| 1 | -0.208 |
| 2 | -0.408 |